Entry 1:
ORCA calculation (ωB97M-V with the def2-TZVPD basis set) on ClFOS as an isolated structure at a distorted geometry.

The calculation puts the orbital gap at 7.02 eV. The total energy comes out at -1033.231108 Eh. Its LUMO energy is -3.3 eV. The energy above the lowest of the compared OMol25 structures with the same formula, charge and spin is 151.1 kcal per mole. Its net charge is 0.

Last column: natural (NBO) charge in e.
Atoms and positions in Å:
O: -1.13 0.49 -1.30  -0.606
F: 1.49 -1.06 -0.33  -0.431
S: 0.74 0.05 1.19  0.540
Cl: -1.09 0.52 0.45  0.497



Entry 2:
ORCA calculation (ωB97M-V with the def2-TZVPD basis set) on a 7-piece molecular cluster, ClH12O10 overall at a distorted geometry.

The calculation puts the orbital gap at 10.43 eV. The total energy comes out at -1219.605354 Eh. Its LUMO energy is 3.1 eV. The energy above the lowest of the compared OMol25 structures with the same formula, charge and spin is 23.1 kcal per mole. Its net charge is -1.

Last column: natural (NBO) charge in e.
Atoms and positions in Å:
Cl: -0.66 1.26 -0.05  2.394
O: -0.75 2.55 -0.81  -0.799
O: 0.61 0.53 -0.50  -0.852
O: -0.61 1.54 1.44  -0.840
O: -1.90 0.45 -0.33  -0.882
O: 3.34 0.86 -1.93  -0.925
H: 3.91 0.62 -2.66  0.454
H: 2.99 -0.02 -1.69  0.472
O: 1.85 -1.69 0.89  -0.947
H: 1.29 -1.52 1.63  0.468
H: 2.04 -0.77 0.66  0.479
O: -2.49 -1.99 -1.28  -0.965
H: -1.64 -2.33 -0.92  0.477
H: -2.42 -1.04 -1.12  0.498
O: -3.01 -1.67 1.38  -0.971
H: -2.86 -0.75 1.45  0.469
H: -2.98 -1.72 0.42  0.473
O: 0.50 3.18 3.94  -0.948
H: 0.97 3.43 3.17  0.470
H: -0.28 2.78 3.61  0.478
O: 1.03 -1.25 -2.63  -0.966
H: 0.11 -1.35 -2.95  0.475
H: 0.99 -1.09 -1.72  0.488